Entry 1:
Computed, not measured: 9 unconnected molecules or ions with the total composition C42H108N6O18 in a non-equilibrium geometry, with wB97M-V/def2-TZVPD.

XYZ file:
```
174
Properties=species:S:1:pos:R:3
C 3.57 4.71 -0.99
C 2.44 5.19 -1.91
O 1.98 4.14 -2.68
O 4.23 5.84 -0.51
H 4.23 4.05 -1.56
H 3.20 4.25 -0.08
H 2.87 5.85 -2.67
H 1.65 5.77 -1.44
H 1.64 4.44 -3.53
H 4.97 5.58 0.04
C -4.63 -0.55 -2.84
C -3.56 -1.26 -1.99
O -2.26 -0.92 -2.38
O -5.87 -0.90 -2.30
H -4.55 -0.80 -3.90
H -4.40 0.52 -2.82
H -3.65 -2.35 -1.96
H -3.66 -0.99 -0.94
H -1.78 -0.69 -1.58
H -6.52 -0.58 -2.92
C 0.70 1.26 -1.12
C 0.27 0.34 0.00
O -1.05 -0.01 0.09
O 2.12 1.56 -1.10
H 0.03 2.12 -1.23
H 0.37 0.77 -2.04
H 0.51 0.82 0.95
H 0.94 -0.51 -0.11
H -1.16 -0.75 0.69
H 2.20 2.29 -1.73
C -5.72 -4.74 -2.70
O -4.66 -5.26 -3.53
C -4.14 -4.41 -4.49
C -2.91 -5.14 -5.12
N -1.87 -5.56 -4.16
C -1.18 -4.38 -3.62
C -0.17 -3.71 -4.59
O 1.03 -3.34 -3.85
C 1.43 -1.92 -4.00
H -6.03 -5.60 -2.10
H -6.56 -4.38 -3.29
H -5.38 -3.96 -2.02
H -3.82 -3.48 -4.01
H -4.86 -4.11 -5.25
H -2.40 -4.46 -5.81
H -3.30 -6.02 -5.64
H -2.31 -5.96 -3.35
H -0.48 -4.67 -2.84
H -1.81 -3.67 -3.09
H -0.60 -2.85 -5.10
H 0.23 -4.45 -5.28
H 1.81 -1.80 -5.02
H 2.36 -1.74 -3.48
H 0.65 -1.16 -3.89
C -1.08 1.37 -5.03
O -0.44 2.53 -5.52
C -0.97 3.74 -4.94
C -0.35 5.03 -5.64
N 1.12 4.90 -5.37
C 1.83 6.12 -5.80
C 1.38 7.44 -5.16
O 0.28 8.00 -5.81
C -0.30 9.11 -5.07
H -2.11 1.41 -5.39
H -1.12 1.33 -3.94
H -0.55 0.53 -5.47
H -0.75 3.77 -3.88
H -2.06 3.69 -4.96
H -0.92 5.84 -5.19
H -0.64 4.92 -6.69
H 1.56 4.09 -5.77
H 1.69 6.22 -6.88
H 2.84 5.83 -5.52
H 2.25 8.11 -5.11
H 1.03 7.29 -4.14
H 0.43 9.83 -4.70
H -0.84 8.77 -4.19
H -1.03 9.70 -5.63
C 0.13 1.57 9.93
O -0.37 1.02 8.78
C -0.56 1.95 7.75
C -0.90 1.16 6.48
N -1.38 2.07 5.37
C -1.67 1.17 4.21
C -2.08 1.99 3.00
O -0.91 2.47 2.47
C -1.04 3.22 1.24
H 1.21 1.66 9.96
H -0.09 0.98 10.81
H -0.22 2.58 10.14
H 0.32 2.57 7.59
H -1.37 2.63 8.02
H -1.60 0.35 6.69
H 0.02 0.69 6.13
H -0.57 2.62 5.11
H -2.49 0.47 4.33
H -0.93 0.43 3.89
H -2.77 2.78 3.29
H -2.55 1.30 2.29
H -1.82 3.97 1.25
H -1.30 2.63 0.37
H -0.06 3.67 1.05
C -9.01 0.78 0.83
O -7.98 0.02 0.38
C -7.27 -0.62 1.45
C -5.91 -1.11 1.00
N -5.40 -2.15 1.94
C -4.10 -2.74 1.55
C -3.04 -1.66 1.98
O -1.77 -2.05 1.49
C -1.22 -3.20 2.13
H -8.77 1.64 1.45
H -9.70 0.21 1.45
H -9.49 1.12 -0.08
H -7.87 -1.37 1.96
H -6.90 0.12 2.16
H -5.27 -0.25 0.83
H -6.03 -1.65 0.06
H -6.04 -2.91 2.10
H -4.10 -2.94 0.48
H -4.01 -3.71 2.03
H -2.96 -1.50 3.06
H -3.25 -0.69 1.52
H -0.13 -3.09 2.11
H -1.36 -4.07 1.49
H -1.50 -3.41 3.16
C 0.60 -5.87 -0.31
O 1.96 -5.49 -0.21
C 2.46 -5.29 1.10
C 3.98 -5.03 0.95
N 4.25 -3.57 0.82
C 3.87 -3.10 -0.52
C 4.00 -1.57 -0.61
O 5.36 -1.29 -0.93
C 5.61 0.05 -0.84
H 0.20 -6.38 0.57
H 0.40 -6.32 -1.28
H 0.06 -4.92 -0.31
H 2.40 -6.20 1.70
H 1.91 -4.45 1.51
H 4.30 -5.76 0.21
H 4.67 -5.33 1.74
H 5.26 -3.59 0.81
H 2.85 -3.44 -0.70
H 4.50 -3.53 -1.30
H 3.78 -1.17 0.38
H 3.34 -1.08 -1.32
H 5.59 0.32 0.22
H 4.91 0.73 -1.32
H 6.59 0.14 -1.30
C 3.15 2.24 1.88
O 3.14 1.82 3.25
C 2.68 0.51 3.56
C 3.80 -0.53 3.32
N 4.78 -0.52 4.44
C 5.88 -1.52 4.31
C 7.25 -1.14 5.04
O 7.02 -1.04 6.47
C 6.68 -2.32 7.09
H 3.50 3.27 1.88
H 2.22 2.15 1.32
H 3.97 1.69 1.42
H 1.76 0.16 3.08
H 2.26 0.54 4.56
H 4.36 -0.53 2.39
H 3.32 -1.51 3.35
H 5.20 0.40 4.52
H 6.11 -1.57 3.25
H 5.51 -2.50 4.61
H 7.56 -0.19 4.63
H 8.06 -1.83 4.82
H 5.86 -2.84 6.58
H 6.28 -2.25 8.10
H 7.50 -3.04 7.02
```

Output
Orbital gap   8.787 eV
Charge   0
Electronic energy   -3347.4059 Eh
Structure (SMILES)   COCCNCCOC.COCCNCCOC.COCCNCCOC.COCCNCCOC.COCCNCCOC.COCCNCCOC.OCCO.OCCO.OCCO
Molar mass   985.3 g/mol
HOMO energy   -8.33 eV
Relative energy (zero: lowest compared OMol25 entry of this formula, charge and spin)   309.38 kJ/mol
Multiplicity   1

***

Entry 2:
Computed, not measured: 3 unconnected molecules or ions with the total composition C5H14NO, with wB97M-V/def2-TZVPD.

XYZ file:
```
21
Properties=species:S:1:pos:R:3
C -1.96 1.14 1.35
C -1.07 1.01 0.17
C 0.33 1.11 0.24
C 1.10 0.87 -0.86
C 0.98 1.50 1.55
N 0.01 -2.42 -2.82
H -2.98 0.83 1.12
H -1.65 0.54 2.20
H -1.45 0.63 -0.78
H 1.00 -2.41 1.08
H 0.61 0.64 -1.81
H 2.17 1.02 -0.88
H 0.78 0.79 2.35
H 2.05 1.56 1.43
H 0.62 2.47 1.88
H -0.44 -3.15 -3.34
H 0.92 -2.21 -3.19
H 0.01 -2.55 -1.82
H -2.00 2.18 1.70
H 0.54 -1.30 0.11
O 0.42 -2.25 0.32
```

Output
Orbital gap (spin up / spin down)   8.346 / 9.201 eV
Charge   0
Electronic energy   -328.8371 Eh
Molar mass   104.2 g/mol
HOMO energy (spin up / spin down)   -7.53 / -9.32 eV
Relative energy (zero: lowest compared OMol25 entry of this formula, charge and spin)   0.00 kJ/mol
Multiplicity   2

***

Entry 3:
Computed, not measured: 2 unconnected molecules or ions with the total composition CH3N2P in a non-equilibrium geometry, with wB97M-V/def2-TZVPD.

XYZ file:
```
7
Properties=species:S:1:pos:R:3
C -0.14 1.42 -0.06
N -1.25 1.75 -0.06
N -0.08 -1.72 0.56
P 1.44 0.87 0.13
H -0.54 -0.99 1.04
H -0.76 -1.83 -0.24
H 1.32 0.51 -1.37
```

Output
Orbital gap (spin up / spin down)   9.010 / 8.528 eV
Charge   0
Electronic energy   -490.6200 Eh
Molar mass   74.0 g/mol
HOMO energy (spin up / spin down)   -11.23 / -9.58 eV
Relative energy (zero: lowest compared OMol25 entry of this formula, charge and spin)   321.67 kJ/mol
Multiplicity   1

***

Entry 4:
Computed, not measured: 3 unconnected molecules or ions with the total composition C37H61Cl2F16INO3 in a non-equilibrium geometry, with wB97M-V/def2-TZVPD.

XYZ file:
```
121
Properties=species:S:1:pos:R:3
C -1.15 -5.40 2.00
C -1.07 -6.54 1.01
C 0.30 -6.66 0.38
C 0.43 -7.86 -0.57
C 0.50 -7.48 -2.05
C -0.43 -6.33 -2.45
C -1.03 -6.55 -3.84
C -2.27 -5.72 -4.12
C -1.93 -4.23 -4.36
C -2.02 -3.38 -3.07
C -0.76 -2.60 -2.79
C -0.57 -1.38 -3.71
C -0.93 -0.04 -3.05
C 0.13 1.07 -3.24
C 0.46 1.71 -1.90
C 1.79 2.48 -1.87
C 3.03 1.92 -2.57
C 3.58 0.48 -2.45
I 2.50 -1.05 -1.40
C 3.88 -0.07 -3.86
C 4.86 -1.25 -3.79
O 4.13 2.78 -2.24
C 4.45 2.75 -0.85
C 3.28 2.43 0.06
C 3.57 2.55 1.54
C 4.25 1.27 2.05
N 2.05 3.09 -0.50
C 1.98 4.58 -0.56
Cl 0.25 4.99 -0.77
C 2.39 5.43 0.64
C 1.69 5.14 1.97
Cl 4.15 5.70 0.79
H -0.93 -4.46 1.52
H -0.44 -5.57 2.80
H -2.13 -5.36 2.46
H -1.82 -6.37 0.25
H -1.30 -7.47 1.52
H 0.59 -5.73 -0.08
H 0.98 -6.82 1.21
H 1.34 -8.39 -0.33
H -0.39 -8.54 -0.39
H 0.30 -8.36 -2.66
H 1.52 -7.17 -2.25
H 0.16 -5.43 -2.43
H -1.23 -6.20 -1.73
H -0.28 -6.28 -4.57
H -1.28 -7.59 -4.00
H -2.73 -6.08 -5.03
H -2.99 -5.79 -3.31
H -2.58 -3.82 -5.12
H -0.91 -4.19 -4.71
H -2.16 -4.07 -2.25
H -2.90 -2.74 -3.11
H -0.72 -2.31 -1.74
H 0.07 -3.27 -2.97
H 0.46 -1.38 -4.04
H -1.17 -1.55 -4.60
H -1.09 -0.24 -2.00
H -1.89 0.28 -3.42
H -0.28 1.81 -3.91
H 0.99 0.61 -3.70
H 0.39 1.02 -1.07
H -0.31 2.44 -1.72
H 1.52 3.33 -2.48
H 2.88 2.13 -3.61
H 4.55 0.50 -2.00
H 4.39 0.73 -4.38
H 2.97 -0.37 -4.36
H 5.36 -1.31 -2.83
H 4.34 -2.18 -3.92
H 5.63 -1.16 -4.53
H 4.95 3.68 -0.61
H 5.18 1.97 -0.69
H 3.09 1.37 -0.05
H 4.22 3.36 1.80
H 2.62 2.60 2.05
H 4.08 0.42 1.40
H 3.84 1.01 3.01
H 5.32 1.40 2.14
H 1.25 2.77 0.05
H 2.53 4.94 -1.41
H 2.03 6.40 0.37
H 2.40 4.91 2.75
H 1.07 4.26 1.84
H 1.02 5.93 2.25
C 1.29 2.76 6.00
C 0.21 3.76 6.40
C -0.91 3.24 7.30
F -1.58 2.23 6.70
F -1.78 4.25 7.55
F -0.32 4.32 5.28
F 0.84 4.75 7.08
O 1.12 2.14 4.74
C 0.31 1.03 4.65
C -0.92 1.32 3.80
F -1.63 2.35 4.32
F -1.72 0.23 3.78
F -0.02 0.56 5.86
F 1.02 0.07 4.02
H 2.21 3.33 5.89
H 1.49 2.03 6.78
H -0.50 2.89 8.26
H -0.63 1.57 2.78
C -4.97 2.21 -0.02
C -6.42 2.55 0.33
C -6.83 4.02 0.19
F -6.09 4.80 1.02
F -8.13 4.15 0.54
F -6.71 2.10 1.57
F -7.20 1.85 -0.54
O -4.08 2.13 1.07
C -3.52 3.27 1.55
C -3.97 3.58 2.98
F -5.31 3.70 3.04
F -3.42 4.77 3.35
F -3.74 4.30 0.71
F -2.16 3.08 1.58
H -4.99 1.20 -0.42
H -4.58 2.84 -0.81
H -6.70 4.36 -0.84
H -3.65 2.81 3.66
```

Output
Orbital gap   9.722 eV
Charge   +1
Electronic energy   -4542.5537 Eh
Molar mass   1069.7 g/mol
HOMO energy   -12.01 eV
Multiplicity   1